Density functional theory data (the ωB97M-V functional and the def2-TZVPD basis) for 5 unconnected molecules or ions with the total composition C18H36IN4O8.

Positions of all 67 atoms, in Å:
N  0.0557  7.4066  2.0797
C  -1.2809  7.6055  2.1684
N  -1.7459  8.9555  1.9444
C  -3.1711  8.7597  2.0952
N  -3.4356  7.3776  2.3699
I  -5.3494  6.6614  2.6026
N  -2.2911  6.6415  2.4507
H  0.4048  6.4380  2.0260
H  0.7012  8.2087  2.0325
H  -3.9205  9.6087  1.9820
H  -2.1804  5.6257  2.6649
O  -2.6162  4.0128  2.4167
C  -2.2026  2.9771  1.9178
O  -2.1216  2.8627  0.5914
C  -1.4815  1.7655  -0.0877
C  -2.4302  0.5979  -0.2535
C  -1.8665  1.7896  2.7691
H  -0.5516  1.4835  0.4123
H  -1.1981  2.1414  -1.0736
H  -2.7494  0.1990  0.7112
H  -1.9552  -0.2062  -0.8190
H  -3.3340  0.9135  -0.7808
H  -2.7791  1.2276  2.9768
H  -1.4430  2.1473  3.7092
H  -1.1206  1.1322  2.3287
O  -0.2237  -0.5518  2.3605
C  0.1861  -1.5761  1.8539
O  0.2649  -1.6847  0.5216
C  0.9028  -2.7735  -0.1689
C  -0.0480  -3.9408  -0.3414
C  0.5248  -2.7692  2.7026
H  1.8363  -3.0575  0.3245
H  1.1823  -2.3888  -1.1525
H  -0.3634  -4.3480  0.6218
H  0.4238  -4.7399  -0.9157
H  -0.9553  -3.6211  -0.8617
H  -0.3873  -3.3314  2.9101
H  0.9499  -2.4138  3.6425
H  1.2696  -3.4262  2.2594
O  -1.8745  -4.8020  -1.8490
C  -1.5154  -4.7174  -3.0016
O  -1.8774  -3.6568  -3.7435
C  -1.3596  -3.3683  -5.0509
C  -2.1308  -4.1138  -6.1201
C  -0.7401  -5.8309  -3.6499
H  -0.2842  -3.5582  -5.0978
H  -1.4876  -2.2935  -5.1992
H  -2.0406  -5.1952  -6.0013
H  -1.7685  -3.8446  -7.1147
H  -3.1953  -3.8762  -6.0570
H  -1.4368  -6.5909  -4.0075
H  -0.0799  -6.2723  -2.9018
H  -0.1007  -5.5040  -4.4668
O  4.7268  -0.3383  -1.9734
C  4.8347  -0.3029  -0.7717
O  3.9442  -0.9492  0.0049
C  4.0805  -1.1249  1.4212
C  3.5459  0.0757  2.1742
C  5.9021  0.5317  -0.1184
H  5.1122  -1.3653  1.6899
H  3.4842  -2.0044  1.6782
H  4.1055  0.9825  1.9372
H  3.5993  -0.0904  3.2526
H  2.5052  0.2648  1.8980
H  5.5507  1.5618  -0.0361
H  6.7926  0.5051  -0.7473
H  6.2078  0.1678  0.8601

Properties
Gap between HOMO and LUMO in eV: 7.79
Net charge: +1

Atomic partial charges in e from the Mulliken method, atoms 1 to 4: -0.3406 0.3337 -0.5209 0.0298

---

Density functional theory data (the ωB97M-V functional and the def2-TZVPD basis) for a molecular structure, C3H2BaO2.

Positions of all 8 atoms, in Å:
O  0.8090  -0.4299  -1.2931
C  1.7695  -0.7072  -0.4488
C  1.6970  -0.3771  0.8779
O  0.5625  0.4378  1.0881
C  -0.4065  -0.3076  1.7450
Ba  -1.2818  0.3743  -0.5271
H  2.6371  -1.2722  -0.8176
H  2.4686  -0.4374  1.6433

Properties
Gap between HOMO and LUMO (spin up / spin down) in eV: 4.87 / 4.89
Net charge: 0

Atomic partial charges in e from the Mulliken method, atoms 1 to 4: -0.8785 0.1364 -0.3847 -0.3913

---

Density functional theory data (the ωB97M-V functional and the def2-TZVPD basis) for 3 unconnected molecules or ions with the total composition H6O3.

Positions of all 9 atoms, in Å:
O  0.7587  -1.1481  -1.7392
H  -0.0143  -1.2681  -2.3312
H  1.0907  -0.3411  -2.0712
O  -0.4513  1.9629  0.6518
H  -1.0273  2.4839  1.2328
H  -0.2753  1.1309  1.1008
O  -0.2623  -0.6871  1.1608
H  -0.0573  -0.8591  0.2998
H  0.2387  -1.2741  1.6958

Properties
Gap between HOMO and LUMO in eV: 11.50
Net charge: 0

Atomic partial charges in e from the Mulliken method, atoms 1 to 4: -0.6746 0.3303 0.3259 -0.6600

---

Density functional theory data (the ωB97M-V functional and the def2-TZVPD basis) for 7 unconnected molecules or ions with the total composition C49H88B2ClN3O24PS.

Positions of all 169 atoms, in Å:
C  -1.3446  -0.0280  1.6419
C  -0.8384  0.8150  0.9510
C  0.1513  1.6592  0.1871
Cl  -0.9977  2.9856  -0.4400
C  1.1508  2.4492  1.1819
O  0.4900  3.6324  1.6490
C  -0.1629  3.6102  2.8417
O  -1.0934  2.9461  3.1791
C  0.2822  4.6983  3.8314
C  0.3307  4.3497  5.1997
C  0.6861  5.2837  6.1966
C  1.0034  6.6157  5.7967
C  0.9659  6.9770  4.4207
C  0.6062  6.0196  3.4446
B  1.7210  1.6858  2.4734
O  2.4566  2.3261  3.4789
O  1.5167  0.3576  2.8044
C  2.2468  3.0838  0.2601
B  3.4323  3.8495  1.0562
O  4.7034  3.3128  1.2830
N  3.1499  5.1725  1.5921
C  4.0729  5.5325  2.6954
C  3.3139  6.2054  0.5298
N  2.8869  2.0542  -0.6094
C  2.0256  1.5008  -1.7157
C  2.9238  0.5204  -2.5222
C  4.1205  -0.1863  -1.8168
C  4.2652  -1.6235  -2.4265
C  5.6933  -2.1854  -2.2841
S  6.2668  -2.2506  -0.5717
O  7.2114  -1.1726  -0.4006
O  5.1731  -2.2964  0.3763
O  7.1345  -3.6239  -0.4601
C  1.7822  2.7328  -2.6514
P  1.4255  2.5565  -4.4257
O  2.5004  3.2545  -5.1890
O  0.0283  3.3375  -4.7400
O  1.2843  1.0490  -5.0176
C  0.7164  0.8848  -1.0668
C  -0.3227  0.8392  -2.2699
C  -1.6815  0.1980  -1.9817
N  -2.7168  0.9230  -2.0167
C  0.8722  -0.6604  -0.8048
C  1.8918  -1.1341  0.2525
O  1.2317  -1.9618  1.2065
H  -1.7995  -0.6357  2.4042
H  0.0616  3.3353  5.5041
H  0.7055  5.0535  7.2617
H  1.2504  7.3534  6.5639
H  1.2004  8.0133  4.1692
H  0.5544  6.3247  2.3987
H  2.3405  3.2911  3.4461
H  0.9896  0.2888  3.6311
H  1.7302  3.9055  -0.2623
H  4.7186  2.3490  1.2449
H  3.5431  6.2736  3.3263
H  4.9909  6.0243  2.3231
H  4.3015  4.6862  3.3581
H  3.3498  7.1904  1.0241
H  2.4556  6.2102  -0.1593
H  4.2762  6.0882  -0.0037
H  3.2026  1.3187  0.0305
H  3.7483  2.4701  -0.9807
H  2.3532  -0.2201  -3.1004
H  3.4298  1.1122  -3.3135
H  4.1055  -0.2399  -0.7189
H  5.0845  0.2940  -2.0772
H  3.4724  -2.3095  -2.0976
H  4.1014  -1.4809  -3.5127
H  6.4071  -1.6698  -2.9429
H  5.6697  -3.2291  -2.6516
H  6.5691  -4.3293  -0.1094
H  2.6548  3.4076  -2.5784
H  0.9491  3.3334  -2.2304
H  0.0805  3.6827  -5.6531
H  1.6704  1.0195  -5.9026
H  -0.5495  1.8048  -2.7365
H  0.1723  0.1999  -3.0270
H  -1.8410  -0.8696  -1.7452
H  -3.5440  0.3536  -1.8008
H  1.0851  -1.1931  -1.7465
H  -0.0789  -1.1159  -0.4842
H  2.5106  -0.3718  0.7621
H  2.6162  -1.8156  -0.2385
H  1.7429  -1.9700  2.0207
O  -3.9151  -1.3296  -0.9169
C  -4.5585  -2.3314  -1.1410
O  -4.0430  -3.2730  -1.9337
C  -4.6381  -4.5752  -2.1138
C  -5.7018  -4.5393  -3.1897
C  -5.9596  -2.4945  -0.6189
H  -5.0128  -4.9681  -1.1695
H  -3.8337  -5.2260  -2.4221
H  -6.5264  -3.8784  -2.9171
H  -6.1012  -5.5363  -3.3622
H  -5.2841  -4.1602  -4.1243
H  -6.6540  -2.0010  -1.2965
H  -6.0216  -2.0220  0.3594
H  -6.2617  -3.5277  -0.4819
O  0.7747  4.2669  -7.8905
C  -0.0770  4.1219  -8.7296
O  -1.3665  4.2398  -8.3807
C  -2.4493  4.2733  -9.3198
C  -2.9035  2.8771  -9.6893
C  0.2759  3.7239  -10.1394
H  -2.1880  4.8715  -10.1936
H  -3.2602  4.7963  -8.8151
H  -2.1129  2.3157  -10.1888
H  -3.7675  2.9187  -10.3534
H  -3.1762  2.3173  -8.7939
H  0.3883  2.6413  -10.1860
H  1.2228  4.1922  -10.4001
H  -0.4473  4.0473  -10.8842
O  0.9258  0.5532  5.3648
C  0.5389  0.4779  6.5070
O  1.4163  0.6292  7.4957
C  1.0525  0.7469  8.8796
C  0.8909  -0.6126  9.5251
C  -0.8918  0.1316  6.8253
H  0.1667  1.3726  8.9973
H  1.8754  1.2783  9.3551
H  0.0811  -1.1821  9.0673
H  0.6782  -0.5077  10.5892
H  1.8016  -1.2000  9.4057
H  -1.0084  -0.9517  6.8031
H  -1.5303  0.5755  6.0625
H  -1.2367  0.5154  7.7822
O  -4.4670  -7.2691  -2.5051
C  -3.6051  -7.8220  -3.1364
O  -3.7323  -7.9283  -4.4673
C  -2.6920  -8.3958  -5.3336
C  -2.6925  -9.9068  -5.4321
C  -2.4309  -8.4739  -2.4511
H  -1.7226  -7.9986  -5.0283
H  -2.9098  -7.9692  -6.3118
H  -2.4885  -10.3730  -4.4675
H  -1.9380  -10.2447  -6.1435
H  -3.6687  -10.2652  -5.7596
H  -2.7184  -9.4734  -2.1269
H  -2.1692  -7.8778  -1.5788
H  -1.5364  -8.5340  -3.0673
O  8.4387  1.2013  5.6814
C  7.5767  1.0211  4.8677
O  6.2855  1.1227  5.2371
C  5.1909  1.1135  4.3164
C  4.7633  -0.3020  3.9883
C  7.9093  0.5957  3.4580
H  5.4261  1.6973  3.4223
H  4.3746  1.6273  4.8181
H  5.5607  -0.8585  3.4916
H  3.8875  -0.2968  3.3370
H  4.5167  -0.8441  4.9018
H  8.0416  -0.4853  3.4333
H  8.8415  1.0753  3.1671
H  7.1653  0.8877  2.7194
O  -8.9228  -3.2119  -0.3132
C  -9.3114  -3.2312  0.8230
O  -8.4349  -3.0264  1.8231
C  -8.8177  -2.8435  3.1906
C  -8.9853  -4.1709  3.8999
C  -10.7430  -3.5686  1.1542
H  -9.7070  -2.2163  3.2657
H  -8.0033  -2.2863  3.6524
H  -9.7865  -4.7643  3.4585
H  -9.2141  -4.0155  4.9551
H  -8.0713  -4.7608  3.8224
H  -10.8552  -4.6519  1.1855
H  -11.3793  -3.1670  0.3685
H  -11.0943  -3.1390  2.0898

Properties
Gap between HOMO and LUMO in eV: 8.47
Net charge: +1

Atomic partial charges in e from the Mulliken method, atoms 1 to 4: -0.2887 -1.9387 1.5980 -0.1752

---

Density functional theory data (the ωB97M-V functional and the def2-TZVPD basis) for C5H7NO in the gas phase.

Positions of all 14 atoms, in Å:
C  -1.4131  1.1308  -0.5017
N  -0.4973  1.6904  0.1664
C  0.6901  0.9310  0.4094
C  0.6892  -0.2861  1.2906
C  0.8696  -0.4386  -0.1880
C  -0.3542  -1.0154  -0.8643
O  -1.4593  -0.1116  -1.0240
H  -2.3406  1.6581  -0.7260
H  1.5683  1.5598  0.5132
H  -0.2554  -0.6675  1.6613
H  1.5146  -0.4345  1.9732
H  1.8344  -0.7624  -0.5759
H  -0.7285  -1.8583  -0.2777
H  -0.1178  -1.3955  -1.8565

Properties
Gap between HOMO and LUMO in eV: 10.25
Net charge: 0

Atomic partial charges in e from the Mulliken method, atoms 1 to 4: 0.0473 -0.5622 0.0602 -0.8009

---

Density functional theory data (the ωB97M-V functional and the def2-TZVPD basis) for C9H7BrO2 in the gas phase.

Positions of all 19 atoms, in Å:
C  1.2795  2.6039  -0.0033
C  2.2558  1.6612  0.2882
C  0.0233  2.2775  -0.3823
C  1.9874  0.3086  0.2641
C  -0.3032  0.9040  -0.3024
C  0.6480  -0.0198  0.0396
C  -1.6013  0.4211  -0.8238
C  -1.1354  -1.8325  -0.2558
C  -1.2802  -2.8205  0.8978
O  -2.3136  0.9665  -1.6148
O  -2.0485  -0.8316  -0.4163
Br  -0.3298  -2.4925  -1.9121
H  1.6683  3.5828  0.1921
H  3.2308  1.9632  0.5948
H  -0.8363  3.0028  -0.3148
H  2.7737  -0.3269  0.1206
H  -0.3174  -3.2470  1.1802
H  -1.8307  -3.8319  0.6834
H  -1.8703  -2.2888  1.7649

Properties
Gap between HOMO and LUMO in eV: 7.67
Net charge: 0

Atomic partial charges in e from the Mulliken method, atoms 1 to 4: -0.4083 -0.2731 -0.6583 -0.9593

---

Q: Which ΔE to the lowest compared entry with this formula, charge and spin values were calculated for the entries above? A: 47.7; 18.2; 9.6; 0.0; 38.2; 89.4, in kcal per mole.
Q: Which total energy values were calculated for the entries above? A: -1825.81358; -291.28287; -229.30981; -5139.26863; -324.66357; -3071.49469, in Ha.